Entry 1:
Below is a molecular structure, C35H15F15GeN2O6STi, with properties calculated with ωB97M-V/def2-TZVPD.

Geometry as XYZ:
```
76
Properties=species:S:1:pos:R:3:lowdin_spin:R:1
Ge 2.82 -1.59 -3.30 0.0021
Ti 1.24 -0.38 -0.03 0.9262
S 0.93 -1.30 -2.36 0.0176
F 1.13 -4.37 -3.31 0.0008
F 5.63 -3.73 0.57 0.0000
F 7.89 -0.42 -1.89 0.0000
F 5.73 -0.05 -3.42 0.0000
F 1.60 -6.65 -4.61 0.0000
F 3.60 3.47 -4.52 0.0000
F 7.86 -2.26 0.10 0.0000
F 3.73 -6.87 -6.27 0.0000
F 4.94 -2.45 -5.32 0.0000
F 2.46 -1.45 -6.50 0.0000
F 3.57 1.34 -2.87 0.0001
F 5.41 -4.76 -6.62 0.0000
F 2.49 0.67 -8.14 0.0000
F 3.06 3.14 -7.16 0.0000
F 3.44 -3.35 -0.97 0.0002
O -2.61 0.92 0.85 0.0002
O -0.64 0.17 0.13 -0.0039
O 0.80 -2.08 0.99 0.0331
O 3.14 -0.36 0.27 -0.0074
O -1.19 -2.78 1.72 -0.0015
O 1.34 0.61 2.12 0.0036
N 1.68 1.68 -0.73 0.0047
N 2.73 3.56 -1.09 0.0033
C 4.52 -2.61 -1.21 0.0000
C 5.13 0.11 1.43 -0.0010
C 0.88 2.49 -1.50 0.0035
C 6.79 -1.14 -1.67 0.0000
C 0.21 1.39 2.57 0.0002
C 3.02 -3.31 -4.27 0.0004
C -0.94 0.37 2.48 0.0005
C 0.57 1.67 4.03 -0.0001
C -0.23 -2.04 1.77 0.0024
C -1.50 0.48 1.05 0.0002
C 4.36 -4.65 -5.80 0.0000
C 5.65 -0.95 -2.43 0.0000
C 2.75 -0.25 -5.98 0.0002
C 3.05 2.09 -6.35 0.0001
C 2.42 -5.61 -4.78 0.0000
C 6.03 2.34 1.42 -0.0008
C 3.31 1.15 -4.18 0.0004
C 3.32 2.25 -5.00 0.0000
C 3.03 -0.13 -4.63 0.0007
C 4.95 2.76 0.68 0.0012
C 4.10 -3.48 -5.12 0.0001
C 2.76 0.83 -6.84 0.0000
C 1.52 3.66 -1.74 -0.0007
C 3.94 1.88 0.29 -0.0001
C 1.22 -0.43 3.12 0.0014
C 2.19 -4.41 -4.11 0.0001
C 2.80 2.35 -0.49 0.0085
C 4.49 -1.67 -2.22 -0.0001
C 6.78 -2.09 -0.66 0.0000
C -0.20 -0.94 2.86 0.0007
C 5.64 -2.83 -0.43 0.0000
C 6.11 1.00 1.80 0.0014
C 3.50 -5.73 -5.63 0.0000
C 4.03 0.52 0.65 0.0011
C 1.30 0.37 4.42 0.0003
H 0.83 -0.16 5.25 0.0000
H 0.10 2.27 1.93 0.0000
H 3.48 4.23 -1.13 0.0001
H 6.80 3.04 1.72 -0.0001
H 4.88 3.82 0.43 0.0001
H 1.23 2.54 4.11 0.0000
H -0.09 2.15 -1.81 0.0002
H 6.95 0.66 2.40 0.0001
H -0.65 -1.37 3.76 0.0000
H 2.01 -1.16 2.95 0.0000
H -0.32 1.87 4.63 0.0000
H 1.25 4.53 -2.30 -0.0001
H 5.16 -0.93 1.74 -0.0001
H 2.34 0.56 4.68 0.0000
H -1.74 0.61 3.17 0.0001
```

Results
Total energy = -183039.56656 eV
HOMO-LUMO gap (spin up / spin down) = 6.85 / 8.04 eV
2S+1 = 2
Net charge = -1

---

Entry 2:
Below is a molecular structure, C35H16BrF15GeN3O2PdS at a distorted geometry, with properties calculated with ωB97M-V/def2-TZVPD.

Geometry as XYZ:
```
75
Properties=species:S:1:pos:R:3:lowdin_charge:R:1
Pd 0.50 0.98 0.67 0.6992
Br -4.73 0.26 5.02 0.8219
Ge -0.56 -1.74 -1.58 0.7652
S -0.59 0.45 -1.32 0.3161
F 1.86 -3.71 2.64 0.1335
F -2.87 -2.75 -3.59 0.1125
F -0.35 -2.98 -7.53 0.1580
F 2.89 -5.80 -1.46 0.1444
F -5.04 -5.13 0.83 0.1536
F -2.68 -3.38 -6.21 0.1446
F -1.26 -4.67 -1.91 0.1074
F -3.24 -6.22 -0.88 0.1435
F -4.90 -2.49 1.48 0.1279
F 1.48 -3.94 -2.77 0.1119
F 1.58 -1.29 -3.59 0.0545
F -2.96 -0.96 0.40 0.0613
F 0.36 -1.93 1.33 0.0482
F 1.79 -1.89 -6.25 0.1362
F 3.15 -5.68 1.24 0.1565
O 2.43 0.26 -0.30 -0.0424
O 1.03 2.34 2.46 0.0011
N 1.67 3.86 0.85 0.1552
N 1.80 2.91 0.06 0.0342
N -1.20 0.98 2.12 -0.0380
C -2.17 -4.13 -1.09 -0.2226
C -1.00 0.34 3.27 -0.1195
C -0.62 -2.06 -3.53 -0.1437
C 2.45 4.52 -1.71 -0.0133
C 2.99 0.69 -1.32 -0.4054
C -2.01 0.13 4.19 -0.0749
C 1.26 5.94 2.69 -0.0114
C -3.28 0.62 3.88 -0.6702
C -1.71 -2.57 -4.22 -0.2109
C 2.43 -4.77 0.60 -0.1255
C 1.03 -2.84 0.61 -0.2359
C -0.46 5.46 4.83 -0.0501
C -0.44 -2.67 -6.25 -0.1216
C -4.10 -4.38 0.30 -0.1244
C 0.85 6.98 3.49 -0.0522
C 2.30 -4.83 -0.77 -0.1330
C 1.79 -3.77 1.31 -0.1348
C 0.54 -1.82 -4.25 -0.2371
C -3.02 -2.26 0.08 -0.2209
C 2.34 3.11 -1.18 -0.2717
C 0.81 4.64 2.96 -0.1520
C -0.05 4.41 4.04 -0.0028
C -0.01 6.75 4.55 -0.0433
C 1.56 -3.86 -1.44 -0.2214
C -3.17 -4.93 -0.57 -0.1321
C -3.47 1.35 2.72 -0.0833
C 0.65 -2.12 -5.59 -0.1343
C 2.86 2.05 -1.84 0.0690
C -4.02 -3.03 0.63 -0.1328
C -2.39 1.51 1.86 -0.1241
C -1.63 -2.89 -5.57 -0.1304
C -2.07 -2.78 -0.78 -0.1255
C 3.90 -0.22 -2.08 0.0129
C 1.17 3.51 2.11 -0.3444
C 0.89 -2.85 -0.76 -0.1153
H -0.38 3.39 4.23 0.1149
H -1.82 -0.40 5.11 0.1157
H 1.20 7.99 3.29 0.1140
H 4.06 -1.14 -1.52 0.0971
H 1.51 5.05 -1.55 0.0877
H 3.46 -0.44 -3.05 0.0867
H 0.00 -0.02 3.47 0.1215
H -0.34 7.57 5.17 0.1158
H 2.71 4.53 -2.76 0.0890
H 1.94 6.10 1.86 0.1101
H 3.32 2.25 -2.80 0.1339
H 3.22 5.05 -1.14 0.0952
H 4.86 0.27 -2.26 0.1034
H -4.43 1.76 2.47 0.1167
H -2.51 2.04 0.93 0.1168
H -1.14 5.29 5.65 0.1140
```

Results
Total energy = -226746.03164 eV
HOMO-LUMO gap (spin up / spin down) = 6.29 / 6.29 eV
Net charge = +1